No. 1
{"formula": "C26H20BrN5O2RuS2", "method": "ωB97M-V/def2-TZVPD", "species": ["Ru", "O", "C", "C", "C", "C", "C", "C", "C", "O", "N", "N", "C", "C", "C", "C", "C", "C", "N", "H", "H", "H", "H", "H", "H", "H", "H", "H", "H", "S", "C", "N", "C", "C", "C", "C", "C", "C", "S", "H", "H", "H", "H", "C", "C", "C", "C", "C", "Br", "N", "C", "H", "H", "H", "H", "H", "H"], "xyz": [[-0.142, -0.440, 0.068], [2.698, -2.411, -4.141], [3.083, -3.133, -3.082], [3.922, -4.223, -3.330], [4.355, -5.017, -2.292], [3.971, -4.755, -0.975], [3.150, -3.683, -0.719], [2.695, -2.856, -1.757], [1.825, -1.738, -1.418], [1.563, -1.479, -0.179], [1.339, -0.961, -2.383], [0.611, 0.025, -1.809], [0.518, 1.176, -2.357], [0.089, 2.238, -1.462], [-0.155, 3.538, -1.887], [-0.431, 4.506, -0.940], [-0.450, 4.146, 0.400], [-0.213, 2.827, 0.741], [0.055, 1.883, -0.164], [2.111, -1.689, -3.845], [4.212, -4.419, -4.353], [5.003, -5.858, -2.506], [4.315, -5.386, -0.168], [2.839, -3.453, 0.291], [0.923, 1.373, -3.342], [-0.117, 3.772, -2.942], [-0.622, 5.527, -1.241], [-0.638, 4.873, 1.177], [-0.222, 2.518, 1.777], [-1.426, -2.128, -0.965], [-1.219, -2.815, 0.606], [-0.511, -2.046, 1.392], [-0.101, -2.704, 2.548], [0.805, -2.253, 3.503], [1.087, -3.070, 4.579], [0.482, -4.323, 4.711], [-0.390, -4.796, 3.751], [-0.662, -3.981, 2.659], [-1.618, -4.362, 1.242], [1.292, -1.295, 3.379], [1.793, -2.742, 5.329], [0.717, -4.942, 5.567], [-0.831, -5.780, 3.839], [-5.204, 1.231, -1.241], [-4.258, 1.008, -0.097], [-4.621, 1.222, 1.227], [-3.699, 1.034, 2.236], [-2.424, 0.613, 1.898], [-1.132, 0.457, 3.259], [-2.059, 0.357, 0.644], [-2.968, 0.570, -0.328], [-6.231, 1.304, -0.890], [-5.148, 0.415, -1.961], [-4.964, 2.157, -1.767], [-5.625, 1.546, 1.470], [-3.946, 1.212, 3.272], [-2.629, 0.365, -1.334]], "forces_ev_per_angstrom": [[0.530, -0.220, -0.100], [-0.038, 0.061, -0.101], [0.038, -0.081, 0.090], [-0.029, 0.033, 0.038], [0.001, 0.004, -0.023], [0.001, -0.011, 0.033], [0.021, -0.020, 0.008], [-0.014, 0.031, 0.006], [-0.075, 0.227, -0.270], [-0.097, -0.109, -0.105], [0.089, -0.257, 0.059], [-0.230, 0.229, 0.126], [0.081, 0.024, -0.025], [-0.087, 0.113, -0.044], [0.013, -0.079, 0.001], [-0.015, 0.026, 0.041], [-0.011, 0.012, -0.040], [0.047, 0.029, -0.009], [0.002, 0.018, 0.248], [0.018, -0.016, 0.030], [-0.001, 0.003, -0.006], [0.000, -0.001, 0.001], [0.002, 0.001, -0.002], [0.003, 0.001, -0.001], [0.001, -0.051, -0.012], [0.003, 0.005, -0.001], [0.003, 0.004, 0.008], [-0.003, 0.003, -0.001], [0.012, -0.019, -0.015], [-0.014, -0.138, 0.178], [-0.099, -0.074, -0.222], [0.026, 0.194, 0.280], [-0.031, -0.140, 0.001], [-0.046, 0.059, -0.084], [0.004, -0.046, 0.045], [0.027, 0.014, 0.033], [-0.037, -0.021, -0.033], [0.035, 0.044, -0.013], [0.056, 0.053, 0.021], [0.006, -0.004, 0.023], [0.003, 0.014, -0.008], [0.001, 0.001, 0.000], [-0.005, 0.002, -0.011], [-0.003, -0.005, -0.005], [-0.029, 0.009, -0.033], [-0.062, 0.022, -0.042], [0.082, -0.009, 0.124], [-0.003, 0.056, -0.076], [-0.126, 0.048, 0.081], [-0.131, -0.010, -0.279], [0.080, -0.024, 0.095], [0.002, -0.002, 0.002], [0.006, 0.005, -0.006], [-0.001, 0.001, -0.001], [0.001, 0.000, 0.005], [0.003, -0.002, -0.003], [-0.009, -0.004, -0.007]], "homo_lumo_gap_ev": [7.0, 6.5], "spin_multiplicity": 2, "relative_energy_kcal_mol": 0.0, "e_homo_ev": [-10.5, -10.5], "e_tot_ha": -4892.166659, "s2": 0.76, "charge": 1}

No. 2
{"formula": "C26H20Cl5N7O5RuSe", "method": "ωB97M-V/def2-TZVPD", "species": ["Ru", "O", "C", "O", "C", "C", "N", "N", "C", "C", "O", "O", "H", "H", "H", "Cl", "C", "C", "Cl", "C", "Cl", "C", "O", "C", "Cl", "C", "Cl", "N", "C", "C", "C", "C", "C", "N", "C", "C", "C", "C", "C", "N", "H", "H", "H", "H", "H", "H", "H", "H", "H", "C", "N", "C", "C", "N", "C", "C", "Se", "H", "H", "H", "H", "H", "H", "H", "H"], "xyz": [[-0.430, -0.059, -0.041], [-1.287, -4.491, 3.699], [-2.023, -3.460, 4.080], [-2.729, -3.481, 5.052], [-1.959, -2.222, 3.243], [-2.690, -1.089, 3.539], [-2.400, -0.169, 2.606], [-1.529, -0.636, 1.709], [-1.241, -1.874, 2.087], [-0.229, -2.597, 1.276], [0.081, -3.752, 1.518], [0.306, -1.886, 0.330], [-0.761, -4.301, 2.885], [-3.378, -0.905, 4.346], [-2.739, 0.779, 2.518], [-3.269, 7.010, -0.924], [-2.680, 5.398, -0.913], [-2.388, 4.763, 0.288], [-2.619, 5.585, 1.779], [-1.913, 3.455, 0.286], [-1.545, 2.660, 1.773], [-1.693, 2.738, -0.895], [-1.236, 1.516, -0.975], [-2.001, 3.407, -2.098], [-1.746, 2.540, -3.568], [-2.485, 4.705, -2.111], [-2.843, 5.470, -3.605], [-0.288, -2.031, -2.555], [-1.552, -2.013, -2.009], [-2.473, -2.971, -2.453], [-3.769, -2.906, -2.007], [-4.151, -1.873, -1.150], [-3.188, -0.995, -0.733], [-1.898, -1.089, -1.117], [0.737, -1.102, -2.570], [1.751, -1.303, -3.516], [2.762, -0.381, -3.630], [2.738, 0.752, -2.822], [1.722, 0.875, -1.908], [0.753, -0.049, -1.749], [-0.138, -2.797, -3.192], [-2.160, -3.730, -3.156], [-4.492, -3.637, -2.342], [-5.170, -1.761, -0.813], [-3.413, -0.164, -0.080], [1.711, -2.168, -4.165], [3.546, -0.525, -4.361], [3.488, 1.525, -2.900], [1.639, 1.735, -1.262], [3.695, 2.706, 2.490], [3.985, 1.422, 1.862], [5.241, 0.868, 1.753], [5.090, -0.323, 1.144], [3.742, -0.490, 0.893], [3.193, -1.704, 0.303], [3.066, 0.581, 1.342], [1.246, 1.101, 1.429], [4.636, 3.144, 2.811], [3.045, 2.563, 3.351], [3.204, 3.368, 1.780], [6.119, 1.372, 2.113], [5.811, -1.070, 0.867], [4.026, -2.354, 0.052], [2.628, -1.468, -0.592], [2.543, -2.210, 1.009]], "forces_ev_per_angstrom": [[0.078, -0.400, -0.771], [-0.043, -0.024, 0.067], [-0.006, -0.001, -0.001], [0.003, -0.013, -0.007], [-0.034, 0.065, 0.029], [0.030, -0.004, -0.048], [-0.153, -0.051, -0.053], [0.254, 0.333, 0.052], [-0.107, -0.098, 0.049], [0.219, 0.022, -0.038], [-0.001, 0.026, -0.013], [-0.272, -0.167, 0.148], [0.036, 0.001, -0.036], [0.006, 0.006, 0.005], [0.015, 0.001, 0.010], [0.001, -0.014, 0.002], [0.009, -0.004, 0.017], [-0.012, 0.023, 0.024], [0.003, -0.008, -0.009], [0.045, -0.079, -0.110], [-0.081, 0.237, 0.241], [-0.185, -0.049, 0.000], [0.231, 0.420, 0.437], [0.033, -0.055, -0.053], [-0.008, 0.023, 0.016], [-0.010, 0.014, -0.053], [0.006, -0.006, 0.020], [0.150, -0.159, 0.188], [-0.149, 0.155, -0.112], [-0.030, 0.010, -0.038], [0.014, -0.011, -0.018], [-0.012, 0.044, 0.012], [-0.020, 0.012, -0.059], [0.181, -0.158, 0.027], [-0.053, 0.125, -0.147], [0.006, 0.030, -0.037], [-0.013, -0.030, -0.025], [-0.023, 0.037, 0.045], [-0.117, 0.152, -0.104], [0.070, -0.399, 0.085], [0.009, -0.013, 0.022], [-0.001, -0.006, 0.006], [0.003, -0.003, 0.001], [-0.001, 0.000, -0.005], [-0.002, -0.035, 0.049], [0.008, -0.009, 0.014], [0.001, -0.006, 0.004], [-0.007, 0.005, -0.008], [0.018, -0.002, 0.018], [0.006, 0.017, -0.014], [-0.015, -0.018, 0.061], [0.013, 0.016, -0.014], [0.007, -0.010, -0.019], [0.001, -0.009, 0.059], [-0.008, -0.019, -0.015], [-0.044, 0.189, -0.210], [-0.051, -0.105, 0.301], [0.005, -0.006, -0.005], [0.004, -0.002, 0.003], [-0.004, -0.005, -0.004], [-0.001, -0.004, 0.006], [0.001, -0.002, 0.011], [0.005, 0.017, -0.024], [-0.001, -0.005, 0.008], [-0.005, 0.010, 0.013]], "homo_lumo_gap_ev": [7.6, 6.1], "spin_multiplicity": 2, "relative_energy_kcal_mol": 6.5, "e_homo_ev": [-10.4, -10.4], "e_tot_ha": -6559.501637, "s2": 0.76, "charge": 1}

No. 3
{"formula": "C26H20ClN4O9Re", "method": "ωB97M-V/def2-TZVPD", "species": ["Re", "O", "C", "C", "C", "C", "C", "C", "C", "O", "N", "N", "C", "C", "C", "C", "C", "C", "C", "O", "H", "H", "H", "H", "H", "H", "H", "H", "H", "H", "O", "Cl", "O", "O", "O", "C", "N", "C", "C", "C", "O", "N", "C", "O", "H", "H", "H", "H", "H", "C", "C", "C", "C", "C", "C", "C", "H", "H", "H", "H", "H"], "xyz": [[0.319, -0.796, -0.605], [-3.461, 3.195, 0.238], [-2.505, 3.762, -0.520], [-2.623, 5.126, -0.787], [-1.675, 5.769, -1.555], [-0.585, 5.074, -2.074], [-0.456, 3.727, -1.806], [-1.404, 3.055, -1.029], [-1.221, 1.625, -0.768], [-0.119, 1.067, -1.171], [-2.128, 0.919, -0.166], [-1.714, -0.412, -0.091], [-2.667, -1.205, 0.268], [-2.593, -2.631, 0.319], [-3.685, -3.381, 0.782], [-3.633, -4.753, 0.791], [-2.485, -5.400, 0.317], [-1.401, -4.691, -0.150], [-1.440, -3.286, -0.146], [-0.400, -2.619, -0.585], [-3.261, 2.239, 0.335], [-3.475, 5.653, -0.379], [-1.786, 6.827, -1.757], [0.147, 5.580, -2.687], [0.373, 3.157, -2.204], [-3.612, -0.730, 0.513], [-4.569, -2.861, 1.132], [-4.471, -5.333, 1.151], [-2.447, -6.482, 0.314], [-0.511, -5.178, -0.523], [3.176, -1.843, -2.952], [2.012, -2.487, -2.449], [2.053, -3.882, -2.656], [0.807, -1.874, -2.968], [1.943, -2.224, -0.960], [4.689, 1.491, -3.166], [4.059, 1.123, -1.903], [4.768, 1.020, -0.762], [4.207, 0.605, 0.401], [2.850, 0.217, 0.311], [2.213, -0.186, 1.387], [2.167, 0.237, -0.816], [2.699, 0.788, -1.976], [2.059, 0.987, -2.975], [5.662, 1.927, -2.956], [4.061, 2.212, -3.682], [4.796, 0.605, -3.790], [5.809, 1.302, -0.833], [4.751, 0.541, 1.327], [0.831, -0.563, 1.145], [0.191, -0.616, 2.478], [0.386, 0.422, 3.396], [-0.270, 0.409, 4.614], [-1.114, -0.645, 4.943], [-1.288, -1.689, 4.051], [-0.642, -1.674, 2.823], [1.041, 1.244, 3.144], [-0.123, 1.225, 5.310], [-1.625, -0.653, 5.896], [-1.926, -2.525, 4.309], [-0.755, -2.512, 2.151]], "forces_ev_per_angstrom": [[0.625, -0.592, -0.279], [0.003, -0.058, 0.022], [-0.013, 0.014, 0.066], [-0.001, -0.042, 0.008], [-0.011, 0.020, -0.012], [0.014, -0.022, -0.008], [0.012, -0.014, -0.013], [-0.010, -0.006, 0.015], [-0.111, -0.171, 0.084], [-0.011, 0.148, -0.256], [0.049, 0.133, -0.016], [-0.390, 0.217, 0.034], [0.136, 0.026, 0.016], [0.141, -0.156, -0.043], [0.068, 0.039, -0.028], [-0.060, -0.060, 0.022], [0.063, -0.013, -0.027], [-0.084, 0.149, 0.040], [-0.121, -0.026, 0.152], [-0.378, -0.252, -0.216], [-0.009, 0.050, -0.069], [-0.012, 0.007, 0.003], [0.001, 0.008, -0.001], [0.012, 0.011, 0.000], [-0.004, -0.008, -0.003], [-0.001, 0.026, 0.000], [-0.011, 0.019, 0.002], [-0.007, 0.008, 0.001], [-0.002, -0.013, 0.005], [0.015, -0.013, -0.010], [0.228, 0.068, -0.019], [-0.288, 0.232, -0.156], [-0.074, -0.235, 0.004], [0.057, -0.103, -0.141], [0.036, 0.128, 0.011], [0.026, 0.068, -0.025], [0.079, -0.085, -0.001], [-0.100, -0.024, 0.067], [-0.116, 0.006, -0.125], [0.171, 0.022, 0.038], [0.006, -0.015, 0.017], [-0.030, 0.246, 0.248], [-0.230, 0.104, -0.063], [0.136, -0.067, 0.004], [0.012, -0.025, -0.013], [0.019, -0.011, -0.006], [-0.018, 0.027, -0.028], [0.009, -0.004, 0.023], [-0.003, -0.004, 0.016], [0.224, 0.235, 0.807], [-0.042, 0.113, 0.000], [-0.047, -0.071, -0.074], [0.018, 0.003, -0.014], [0.013, 0.048, 0.024], [-0.027, -0.047, 0.019], [0.031, -0.073, -0.018], [0.021, 0.027, -0.024], [-0.008, 0.003, 0.002], [0.000, -0.003, 0.003], [0.001, -0.005, -0.009], [-0.008, 0.015, -0.057]], "homo_lumo_gap_ev": 7.3, "relative_energy_kcal_mol": 0.0, "e_homo_ev": -7.9, "e_tot_ha": -2437.247878, "charge": 0}

No. 4
{"formula": "C26H20F3O19S2V", "method": "ωB97M-V/def2-TZVPD", "species": ["O", "V", "C", "C", "C", "O", "C", "C", "C", "O", "O", "O", "H", "H", "C", "C", "C", "O", "C", "C", "C", "O", "O", "O", "H", "H", "C", "C", "C", "O", "C", "C", "C", "O", "O", "O", "H", "H", "C", "F", "F", "F", "S", "O", "O", "O", "C", "C", "O", "C", "H", "H", "H", "H", "H", "H", "C", "C", "C", "S", "O", "O", "C", "H", "H", "H", "H", "H", "H", "H", "H"], "xyz": [[-1.970, -0.066, 0.259], [-0.734, 0.059, -0.680], [3.328, -0.257, -2.120], [4.717, -0.031, -1.787], [5.207, 1.428, -1.796], [6.333, 1.596, -1.267], [4.295, 2.443, -2.136], [2.935, 2.204, -2.378], [2.442, 0.769, -2.345], [1.194, 0.403, -2.320], [2.140, 3.098, -2.723], [5.488, -0.918, -1.409], [3.036, -1.298, -2.117], [4.721, 3.435, -2.218], [0.453, 5.391, 1.882], [0.230, 4.513, 0.793], [-0.177, 3.084, 1.031], [-0.415, 2.260, 0.070], [-0.277, 2.546, 2.314], [-0.044, 3.370, 3.478], [0.519, 4.872, 3.196], [0.782, 5.541, 4.225], [-0.329, 3.129, 4.647], [0.206, 5.003, -0.358], [0.832, 6.392, 1.721], [-0.452, 1.489, 2.463], [2.170, -2.462, 3.506], [1.196, -2.205, 2.490], [1.422, -0.914, 1.561], [0.554, -0.729, 0.635], [2.650, -0.266, 1.662], [3.683, -0.770, 2.479], [3.400, -1.852, 3.540], [4.231, -2.148, 4.446], [4.795, -0.219, 2.449], [0.151, -2.870, 2.452], [1.856, -3.163, 4.270], [2.820, 0.612, 1.054], [-3.914, 2.432, -3.131], [-4.721, 1.418, -3.485], [-4.100, 3.413, -4.023], [-4.200, 2.853, -1.907], [-2.044, 1.981, -3.296], [-1.394, 3.210, -2.979], [-1.793, 0.960, -2.280], [-1.881, 1.515, -4.672], [-5.125, -0.579, 3.310], [-5.266, 0.393, 2.144], [-4.488, 0.431, 1.235], [-6.497, 1.268, 2.156], [-6.018, -1.195, 3.462], [-4.879, -0.093, 4.256], [-4.346, -1.329, 3.162], [-6.218, 2.249, 2.548], [-7.395, 0.842, 2.603], [-6.746, 1.486, 1.115], [0.341, -5.509, -2.667], [1.718, -4.874, -2.235], [1.486, -3.480, -1.702], [-0.228, -3.350, -1.172], [-0.759, -2.015, -1.294], [-0.466, -4.146, 0.007], [-0.744, -4.431, -2.543], [0.160, -6.457, -2.158], [0.403, -5.859, -3.702], [2.369, -4.833, -3.106], [2.144, -5.502, -1.455], [1.587, -2.710, -2.469], [2.096, -3.158, -0.856], [-0.680, -3.693, -3.349], [-1.794, -4.709, -2.481]], "forces_ev_per_angstrom": [[0.392, -0.310, -1.137], [1.328, 2.688, 2.760], [2.428, 0.050, -0.442], [-0.833, -0.208, -0.162], [0.213, 0.134, 1.784], [0.249, 0.438, -1.070], [1.284, -0.715, -0.196], [-1.066, 1.316, -1.427], [-1.815, -2.358, 1.753], [-0.413, 1.162, -0.261], [0.223, -0.557, 0.129], [0.014, -0.304, -0.458], [-0.334, 0.094, 0.204], [-0.366, 0.232, 0.198], [0.624, -1.620, 1.706], [-0.789, 2.500, -1.740], [-0.154, -3.716, 0.435], [0.205, 0.303, -1.351], [0.642, 1.487, 1.339], [0.011, 1.258, -1.379], [-1.028, 0.095, 0.435], [0.317, 0.045, -0.156], [0.015, -0.634, 0.384], [0.070, -0.967, 0.290], [-0.101, 0.064, -0.249], [-0.260, -0.028, -0.186], [-1.156, 0.046, -1.304], [-0.050, 0.852, 0.988], [1.662, -1.224, -0.050], [-0.753, 0.305, -0.727], [-2.654, -0.643, -0.590], [1.812, 1.446, 0.930], [0.590, -0.744, 1.173], [0.427, 0.590, -0.538], [-0.386, -0.881, 0.281], [-0.183, 0.401, -0.678], [0.234, -0.150, 0.042], [0.228, -0.080, -0.105], [2.853, -0.868, -0.311], [-0.597, -0.070, 0.249], [-0.756, 0.507, 0.030], [-0.555, 0.008, -0.255], [1.623, 0.633, -0.169], [-0.766, 0.413, -0.329], [-0.814, -1.122, -0.107], [-1.037, -0.125, 0.741], [0.377, -0.780, 0.240], [0.032, -0.877, 0.242], [-0.303, 0.045, 0.155], [-0.191, 0.707, -0.993], [-0.365, 0.426, -0.026], [-0.175, 0.287, -0.079], [0.318, 0.413, -0.403], [-0.196, -0.111, 0.466], [0.225, 0.031, 0.487], [0.091, -0.102, -0.067], [0.105, 0.111, -0.515], [-0.809, -0.572, 0.180], [-0.206, 1.307, 0.349], [0.257, -1.730, 0.613], [-0.271, -0.523, -0.821], [0.072, 0.364, -0.379], [0.052, 1.133, -0.460], [-0.330, 0.400, 0.666], [0.017, 0.387, -0.188], [0.210, -0.002, 0.183], [0.224, 0.024, -0.122], [0.011, 0.076, 0.054], [0.097, -0.106, -0.015], [0.065, -0.391, -0.431], [0.115, -0.262, 0.387]], "homo_lumo_gap_ev": [2.4, 2.4], "spin_multiplicity": 2, "relative_energy_kcal_mol": 21.4, "e_homo_ev": [5.4, 5.4], "e_tot_ha": -4471.830082, "s2": 0.77, "charge": -5}